Entry 1:
A 8-piece molecular cluster, C53H70F9N5O25PS overall, computed with wB97M-V/def2-TZVPD.

Summary:
- LUMO level (Eh) = -0.180
- E_HOMO (eV) = -10.441
- energy relative to the best compared isomer or geometry (same formula, charge and spin) (kcal/mol) = 322.7
- gap between HOMO and LUMO (eV) = 5.553
- charge = +1

```
164
C53H70F9N5O25PS | the OMol25 dataset | wB97M-V/def2-TZVPD
C -0.1127 2.6837 3.6476
C -0.5130 2.1685 2.5248
C -0.7184 1.4130 1.1012
N 0.4178 0.4627 0.7964
C 1.4823 0.8048 -0.1731
C 1.4978 2.2059 -0.9440
C 0.3711 2.4537 -2.0480
C 0.2026 4.0065 -2.5324
N -0.4444 1.5911 -2.6245
C 2.6940 -0.1791 -0.4994
C 3.8830 0.1120 -1.5215
C 3.6590 -0.5260 -3.0100
S 1.9707 -0.2459 -3.7109
C 1.0813 -1.8257 -4.0368
N -0.3893 -1.8171 -4.0408
N -0.6680 -3.1311 -4.3202
C 0.5270 -3.9121 -4.4927
O 1.6833 -3.0769 -4.3297
C 2.6946 -1.5467 0.3217
C 3.9291 -2.5388 -0.0372
O 3.8967 -3.2025 -1.1313
O 5.0440 -2.7881 0.8175
C 6.1872 -1.9349 0.5271
C 6.9142 -2.2214 -0.8797
C 8.2791 -1.3602 -1.0599
C 9.5661 -2.2725 -1.4651
C 10.1622 -1.8629 -2.9342
C 1.5498 -1.9129 1.3760
C 1.6264 -3.3166 2.1290
F 0.8528 -3.4403 3.3258
F 2.9703 -3.6603 2.5834
C 1.1829 -4.5189 1.1511
F 0.2631 -3.9672 0.1632
F 2.2608 -5.0828 0.3806
C 0.4252 -5.7553 1.8402
F 0.2395 -6.7375 0.7794
F -0.9203 -5.4538 2.2942
C 1.2450 -6.5358 2.9999
F 0.8511 -7.9419 2.9039
F 2.6562 -6.5358 2.8454
F 0.8469 -6.1535 4.3375
C 0.4087 -0.8269 1.5328
P -1.0918 -1.1463 2.7224
N -0.5070 -1.1020 4.4133
O -1.7787 -2.7068 2.3822
H 0.3659 3.3643 4.4504
H -1.7585 0.9193 1.0103
H -0.7795 2.2955 0.3446
H 2.5034 2.5107 -1.3979
H 1.2998 3.0038 -0.1119
H 1.0174 4.2751 -3.3205
H 0.4729 4.6594 -1.6027
H -0.8584 4.2383 -2.8928
H -0.1894 0.6642 -2.2410
H 4.9062 -0.3290 -1.1774
H 4.1162 1.2274 -1.7033
H 3.9719 -1.6252 -3.0903
H 4.3982 0.0598 -3.6948
H 0.7000 -5.0186 -4.7081
H 5.8186 -0.8328 0.6383
H 6.9765 -2.0597 1.3736
H 7.0867 -3.3688 -0.9305
H 6.1935 -1.9499 -1.7464
H 8.5234 -0.7862 -0.0777
H 8.0697 -0.5969 -1.8982
H 9.2625 -3.3956 -1.4763
H 10.3943 -2.0553 -0.6837
H 9.4835 -2.2665 -3.7762
H 10.1727 -0.7171 -3.0146
H 11.2365 -2.2659 -3.0885
H -1.0334 -0.3884 4.9396
H -0.6194 -2.0522 4.8022
H -2.1329 -2.7068 1.4576
C 4.4218 4.5740 2.5096
C 3.7087 5.6300 1.6924
C 2.8039 6.5060 2.5052
O 1.8270 6.9036 1.5509
C 1.7676 5.9104 0.6200
O 0.9133 5.8190 -0.2222
O 2.8013 5.0339 0.7679
H 3.7105 3.8654 2.9451
H 5.0915 3.9911 1.8714
H 5.0110 5.0248 3.3114
H 4.4340 6.2205 1.1228
H 3.3236 7.3745 2.9107
H 2.2992 5.9782 3.3193
C -2.2318 -8.4153 2.1749
C -2.9823 -8.7783 0.9118
C -3.8977 -7.6936 0.4272
O -4.8973 -8.4256 -0.2694
C -4.9444 -9.6625 0.3077
O -5.8048 -10.4722 0.1044
O -3.8848 -9.8537 1.1460
H -2.9201 -8.2742 3.0136
H -1.5573 -9.2276 2.4582
H -1.6449 -7.5074 2.0413
H -2.2795 -9.0894 0.1306
H -3.3936 -6.9940 -0.2428
H -4.3774 -7.1323 1.2356
C 4.2219 12.2584 3.5295
C 4.6900 11.4765 2.3209
C 3.5690 10.9695 1.4631
O 4.1438 9.8131 0.8643
C 5.0913 9.3581 1.7318
O 5.6381 8.2896 1.6418
O 5.3385 10.2695 2.7132
H 3.6513 11.6240 4.2124
H 5.0811 12.6307 4.0940
H 3.6038 13.1098 3.2357
H 5.4033 12.0712 1.7394
H 3.2700 11.6917 0.7014
H 2.6859 10.6639 2.0327
C 1.7211 7.7648 4.9498
C 1.2935 8.9930 5.7246
C -0.1846 9.2489 5.6765
O -0.2555 10.6581 5.8488
C 0.9147 11.1673 5.3687
O 1.1186 12.3329 5.1751
O 1.8238 10.1749 5.1366
H 1.5220 7.8850 3.8828
H 2.7989 7.6110 5.0514
H 1.2066 6.8701 5.3094
H 1.6571 8.9346 6.7566
H -0.7211 8.7340 6.4757
H -0.6418 8.9926 4.7157
C -7.1080 -6.6026 -0.5486
C -7.5355 -5.3602 0.2041
C -9.0125 -5.1059 0.1533
O -9.0842 -3.6922 0.3005
C -7.9144 -3.1920 -0.1902
O -7.7109 -2.0275 -0.4047
O -7.0060 -4.1870 -0.4062
H -7.3080 -6.5033 -1.6195
H -6.0351 -6.7527 -0.4462
H -7.6209 -7.4908 -0.1723
H -7.1703 -5.4001 1.2368
H -9.5478 -5.6064 0.9617
H -9.4707 -5.3799 -0.8021
C 0.0369 -0.6225 -9.0101
C 0.8570 0.3558 -8.1964
C 1.9530 1.0169 -8.9788
O 2.9112 1.3124 -7.9697
C 2.7346 0.3870 -6.9851
O 3.4960 0.2129 -6.0718
O 1.5820 -0.3156 -7.1708
H 0.6482 -1.4650 -9.3462
H -0.7650 -1.0437 -8.3979
H -0.4092 -0.1370 -9.8812
H 0.2016 1.0941 -7.7208
H 1.6173 1.9303 -9.4730
H 2.4193 0.3601 -9.7194
C -14.5852 -4.7358 -2.0043
C -14.0911 -4.9016 -0.5829
C -13.1216 -3.8388 -0.1569
O -12.3485 -4.5102 0.8294
C -12.3816 -5.8360 0.5125
O -11.6777 -6.6735 1.0146
O -13.3160 -6.0883 -0.4478
H -13.7659 -4.8419 -2.7211
H -15.3126 -5.5158 -2.2446
H -15.0594 -3.7621 -2.1478
H -14.9400 -4.9705 0.1066
H -13.6219 -2.9679 0.2705
H -12.4530 -3.5098 -0.9584
```



Entry 2:
A 15-piece molecular cluster, C53H71N13O19 overall, computed with wB97M-V/def2-TZVPD.

Summary:
- LUMO level (Eh) = -0.017
- E_HOMO (eV) = -7.963
- gap between HOMO and LUMO (eV) = 7.500
- charge = 0

```
156
C53H71N13O19 | the OMol25 dataset | wB97M-V/def2-TZVPD
C 1.5149 -0.5392 -5.0405
O 0.4257 -0.3232 -4.6614
N 2.1533 -1.5587 -4.7049
N 2.1947 0.2744 -5.7978
H 2.9112 -1.8723 -5.2943
H 1.6186 -2.1425 -4.0778
H 3.1304 -0.0597 -5.9790
H 1.9448 1.2352 -5.9839
C 0.7848 2.6394 5.6541
O 0.3419 3.3380 6.5155
N 0.0575 1.9359 4.8021
N 2.0204 2.3398 5.6347
H 0.5100 1.3471 4.1175
H -0.8956 1.8167 5.1141
H 2.5661 2.9381 6.2383
H 2.4550 1.7393 4.9487
C -4.0592 3.5592 -2.4315
O -4.1129 4.4326 -3.2597
N -2.9334 3.2399 -1.8255
N -5.0332 2.8023 -1.9499
H -2.0146 3.4938 -2.1591
H -2.9960 2.5266 -1.1133
H -4.8279 2.2898 -1.1042
H -5.9634 2.9058 -2.3296
C -2.4053 6.7958 -0.4112
O -2.2085 7.9919 -0.0125
N -1.9734 6.4232 -1.6245
N -3.1145 5.8811 0.1799
H -1.2784 7.0742 -1.9612
H -1.7282 5.4489 -1.7274
H -3.5308 6.2846 1.0068
H -3.3238 4.9983 -0.2640
C 1.0072 -4.1444 -2.6214
O 1.0074 -2.9105 -2.4638
N 0.0039 -4.9132 -2.3276
N 1.9775 -4.7496 -3.2219
H -0.8666 -4.4044 -2.2683
H -0.0824 -5.8053 -2.7933
H 2.7280 -4.1834 -3.5910
H 1.8087 -5.7288 -3.4027
C -2.9807 -0.7401 -4.2561
C -2.3068 -1.5342 -5.1878
C -2.0281 -2.8458 -4.7977
C -2.6275 -3.4518 -3.6237
C -3.4189 -2.6735 -2.8064
C -3.5348 -1.2971 -3.1132
O -4.2897 -0.5602 -2.2053
O -1.2837 -3.6346 -5.6708
H -2.9574 0.3188 -4.4670
H -1.9681 -1.0615 -6.0979
H -2.4543 -4.4733 -3.3188
H -3.9570 -2.9715 -1.9187
H -4.1106 -0.8778 -1.3173
H -1.1542 -3.2431 -6.5377
C -2.6309 1.2385 3.0856
C -2.9787 2.2456 2.0529
C -4.2888 2.6583 2.0288
C -5.3024 2.0374 2.7300
C -5.0210 1.1519 3.7261
C -3.7124 0.7096 3.8219
O -3.4100 -0.2784 4.7780
O -4.7465 3.5034 1.0454
H -1.6093 0.8987 2.9999
H -2.2782 2.6973 1.3661
H -6.3458 2.3070 2.6592
H -5.7683 0.7570 4.3985
H -4.0431 -0.3912 5.4907
H -5.6240 3.8893 1.0963
C 3.1346 -2.1241 0.2414
C 4.0695 -3.0882 -0.0274
C 5.3676 -3.1530 0.4525
C 5.7843 -2.1195 1.3310
C 4.8977 -1.1139 1.6875
C 3.5745 -1.0954 1.1256
O 2.8082 0.0403 1.2497
O 6.1657 -4.2108 0.2458
H 2.2680 -1.8996 -0.3627
H 3.7494 -3.9056 -0.6565
H 6.7198 -2.3495 1.8191
H 5.2715 -0.3777 2.3837
H 3.0747 0.8123 1.7543
H 5.9081 -4.8491 -0.4233
C -0.6008 0.2290 -1.8096
C -0.6400 1.6260 -1.7352
C -0.4163 2.2694 -0.5347
C -0.1810 1.5686 0.5494
C -0.1782 0.2031 0.5611
C -0.3982 -0.4049 -0.6370
O -0.4964 -1.7606 -0.6405
O -0.4699 3.6362 -0.4993
H -0.9104 -0.3282 -2.6815
H -0.7644 2.1874 -2.6494
H -0.0304 2.1480 1.4484
H 0.0036 -0.3178 1.4896
H 0.1086 -2.0872 -1.3105
H 0.2828 3.7517 0.0854
C 3.0283 5.4352 -3.7767
C 3.2418 4.6690 -4.9243
C 2.1881 3.9050 -5.4474
C 0.9938 3.7284 -4.7488
C 0.7380 4.5468 -3.5761
C 1.7743 5.4442 -3.1522
O 1.6099 6.1246 -1.9784
O 2.3415 3.1740 -6.5554
H 3.8509 6.0714 -3.4851
H 4.1959 4.8087 -5.4107
H 0.1685 3.1512 -5.1388
H -0.1760 4.7202 -3.0276
H 1.4839 5.5290 -1.2362
H 3.2830 3.1666 -6.7432
C 1.3499 -2.7639 3.8107
C 1.5805 -3.9207 4.5464
C 2.2833 -3.7408 5.7170
C 2.5840 -2.5356 6.2772
C 2.0996 -1.3649 5.6908
C 1.5606 -1.5065 4.3499
O 1.3193 -0.3488 3.5809
O 2.7995 -4.9086 6.2439
H 0.8747 -2.8128 2.8421
H 1.3164 -4.8795 4.1252
H 3.1796 -2.4031 7.1683
H 2.3861 -0.3930 6.0645
H 1.7866 -0.3094 2.7432
H 3.0162 -4.7656 7.1682
C 0.6415 -7.3574 2.8320
C 1.7197 -7.2334 1.9251
C 1.6891 -6.3002 0.8703
C 0.6086 -5.4268 0.7619
C -0.5135 -5.4934 1.7105
C -0.5054 -6.5913 2.5988
O -1.6391 -6.7432 3.3261
O 2.6979 -6.2601 0.0044
H 0.7290 -8.1278 3.5837
H 2.6700 -7.7400 2.0069
H 0.5640 -4.7067 -0.0418
H -1.3597 -4.8783 1.4423
H -1.3897 -7.1333 4.1671
H 2.8215 -7.0428 -0.5376
C -0.7866 6.2298 3.6615
C -0.0025 5.2468 2.9458
N 0.6309 4.4840 2.4033
H -0.9199 7.2088 3.2011
H -0.4438 6.3867 4.6843
H -1.7477 5.7293 3.5435
C 2.6671 1.5325 -1.9591
C 2.6514 2.7852 -1.2119
N 2.7730 3.8386 -0.7069
H 2.2296 1.4538 -2.9544
H 2.1420 0.8411 -1.3002
H 3.6362 1.0740 -2.1558
C -2.8212 -2.3735 1.5233
C -4.1271 -2.0822 0.9550
N -5.0966 -1.8434 0.4243
H -2.8562 -3.1523 2.2852
H -2.4600 -1.4015 1.8593
H -2.1456 -2.8269 0.7980
```



Entry 3:
C53H74N5O4P3SSr as an isolated structure, computed with wB97M-V/def2-TZVPD.

Summary:
- LUMO level (Eh) = -0.011
- E_HOMO (eV) = -7.007
- energy relative to the best compared isomer or geometry (same formula, charge and spin) (kcal/mol) = 0.0
- gap between HOMO and LUMO (eV) = 6.712
- charge = 0

```
141
C53H74N5O4P3SSr | the OMol25 dataset | wB97M-V/def2-TZVPD
Sr 0.9395 -0.0831 -0.1496
C -0.9573 1.0845 -3.1470
O -1.0658 1.2045 -1.7369
C -1.0672 2.4723 -1.2257
C -1.2303 3.6127 -1.9986
C -1.2593 4.8673 -1.4085
C -1.1411 4.9942 -0.0336
C -0.9633 3.8623 0.7415
C -0.9000 2.5922 0.1662
N -0.6027 1.4203 0.8940
N -0.6654 1.5863 2.1544
C -0.3630 0.6302 3.0652
C 0.0410 -0.7185 2.7818
O 0.2489 -1.1526 1.6114
C 0.1825 -1.6104 3.9098
C 0.0647 -1.1934 5.1869
C -0.2136 0.1708 5.5065
C -0.2498 0.6182 6.8388
C -0.5311 1.9276 7.1351
C -0.8104 2.8214 6.0939
C -0.7807 2.4048 4.7848
C -0.4618 1.0727 4.4485
H -1.8962 1.3545 -3.6386
H -0.7379 0.0369 -3.3489
H -0.1449 1.7038 -3.5280
H -1.3328 3.5415 -3.0722
H -1.3626 5.7427 -2.0365
H -1.1781 5.9711 0.4309
H -0.8436 3.9448 1.8113
H 0.4094 -2.6452 3.6822
H 0.1790 -1.9027 6.0000
H -0.0505 -0.0918 7.6336
H -0.5472 2.2667 8.1630
H -1.0544 3.8512 6.3249
H -1.0034 3.1006 3.9906
C -2.9698 -1.7807 -2.6916
P -2.1810 -1.7320 -1.0141
C -1.9644 -3.5791 -0.8931
N -3.0124 -4.3612 -0.9869
C -2.8307 -5.7020 -0.9909
C -3.9455 -6.5641 -1.0918
C -3.7518 -7.9152 -1.1464
C -2.4497 -8.4593 -1.0946
C -1.3563 -7.6481 -0.9833
C -1.5283 -6.2468 -0.9323
N -0.4502 -5.4323 -0.8716
C -0.6424 -4.1356 -0.8400
P 0.8126 -2.9929 -0.9385
C 1.1517 -3.4001 -2.7100
C 2.1570 -3.9321 0.0156
C 1.5333 -4.4168 1.3316
C 3.2349 -2.8964 0.3643
C 2.7949 -5.1005 -0.7348
C -3.6539 -1.3383 0.1133
C -3.2024 -1.6934 1.5330
C -4.9998 -1.9958 -0.1866
C -3.8115 0.1834 0.0024
H -3.7919 -2.4932 -2.7165
H -2.2170 -2.0829 -3.4221
H -3.3231 -0.7815 -2.9494
H -4.9330 -6.1225 -1.1291
H -4.6015 -8.5799 -1.2340
H -2.3236 -9.5329 -1.1498
H -0.3501 -8.0446 -0.9400
H 1.1827 -4.4776 -2.8625
H 2.0940 -2.9416 -3.0032
H 0.3483 -2.9770 -3.3174
H 0.9116 -3.6282 1.7636
H 2.3221 -4.6695 2.0465
H 0.9197 -5.3028 1.1802
H 2.8051 -2.1054 0.9886
H 3.6542 -2.4366 -0.5301
H 4.0472 -3.3730 0.9223
H 2.0390 -5.8177 -1.0450
H 3.4999 -5.6099 -0.0702
H 3.3474 -4.7585 -1.6119
H -3.0788 -2.7730 1.6489
H -3.9454 -1.3555 2.2599
H -2.2503 -1.2131 1.7652
H -4.9398 -3.0753 -0.1333
H -5.3777 -1.7152 -1.1714
H -5.7280 -1.6516 0.5551
H -2.8669 0.6865 0.2177
H -4.5610 0.5335 0.7170
H -4.1396 0.4747 -0.9986
O 2.5340 -0.8497 -1.8293
S 2.5524 0.5292 -2.4362
N 1.7415 1.5252 -1.7385
O 2.4220 0.8757 1.2896
P 3.6548 1.4171 1.9482
C 4.8771 2.1034 0.7503
C 5.4617 0.9577 -0.0855
C 6.4607 1.4574 -1.1540
C 6.3889 2.9726 -1.3618
C 4.9344 3.4186 -1.4465
C 4.1884 3.1692 -0.1245
C 3.2672 2.7183 3.1946
C 4.4452 3.6232 3.6334
C 4.2915 5.0590 3.1312
C 2.9967 5.7010 3.6520
C 1.8389 4.6861 3.7267
C 2.0546 3.5438 2.7384
C 4.4552 0.0485 2.8622
C 3.4079 -0.6295 3.7763
C 4.0683 -1.2788 4.9980
C 5.3966 -1.9132 4.5907
C 6.4091 -0.8351 4.1556
C 5.7098 0.4339 3.6433
H 5.6801 2.5726 1.3260
H 4.6337 0.4247 -0.5592
H 5.9637 0.2408 0.5667
H 6.2454 0.9594 -2.1023
H 7.4780 1.1804 -0.8702
H 6.9205 3.2430 -2.2764
H 6.8920 3.4907 -0.5393
H 4.4437 2.8677 -2.2499
H 4.8749 4.4769 -1.7048
H 3.1665 2.8634 -0.3499
H 4.1284 4.1004 0.4389
H 2.9483 2.1428 4.0708
H 5.4029 3.2183 3.3008
H 4.4817 3.6507 4.7257
H 4.2944 5.0686 2.0411
H 5.1524 5.6475 3.4539
H 2.7235 6.5276 2.9927
H 3.1739 6.1275 4.6421
H 0.8878 5.1834 3.5258
H 1.7686 4.2643 4.7334
H 2.2085 3.9505 1.7345
H 1.1813 2.8985 2.6892
H 4.7368 -0.6638 2.0782
H 2.8826 -1.3931 3.2009
H 2.6473 0.0839 4.1049
H 3.3940 -2.0289 5.4149
H 4.2428 -0.5371 5.7827
H 5.2056 -2.6017 3.7623
H 5.8083 -2.5027 5.4111
H 7.0488 -1.2364 3.3661
H 7.0598 -0.5693 4.9913
H 6.4012 1.0072 3.0196
H 5.4286 1.0724 4.4847
```